1.
DFT (the ωB97M-V functional and the def2-TZVPD basis) results for a structure of composition C13H11CaFO2.

net charge: +2
maximum force: 9.05 eV/A
Kohn-Sham gap: 0.231 Ha
HOMO level: -15.5 eV

CARTESIAN COORDINATES (ANGSTROEM)
C  -0.413  2.688  -2.219
C  -0.118  1.553  -1.060
C  1.362  0.796  -0.902
C  1.708  -0.342  0.232
C  3.173  -1.119  0.359
C  3.044  -2.748  0.008
F  2.186  -3.479  0.988
C  0.563  -0.776  1.337
C  -0.919  -0.067  1.215
C  -1.270  1.072  0.042
C  -2.834  1.663  0.037
O  -3.159  2.928  -0.244
C  -3.989  0.534  0.472
C  -3.671  -0.496  1.542
C  -2.160  -0.479  2.258
O  -1.945  -0.734  3.556
H  -1.132  3.504  -1.785
H  -0.900  2.187  -3.158
H  0.614  3.240  -2.448
H  2.227  1.081  -1.663
H  3.667  -0.995  1.412
H  3.866  -0.671  -0.504
H  4.106  -3.293  0.043
H  2.624  -2.939  -1.079
H  0.747  -1.567  2.210
H  -5.048  0.458  -0.024
H  -4.461  -1.335  1.849
Ca  2.130  -0.664  -2.473

Computed Mulliken charges, given in elementary charges: C -1.04; C 0.45; C -0.73; C -0.13; C -0.76; C 0.06; F -0.26; C -0.51; C 0.22; C 0.19; C 0.23; O -0.44; C -0.33; C -0.28; C 0.22; O -0.43; H 0.34; H 0.32; H 0.35; H 0.75; H 0.34; H 0.25; H 0.32; H 0.07; H 0.40; H 0.36; H 0.34; Ca 1.69


2.
DFT (the ωB97M-V functional and the def2-TZVPD basis) results for a cluster of 2 separate species, C3H10N2O2 in total.

net charge: 0
maximum force: 2.71 eV/A
Kohn-Sham gap: 0.376 Ha
HOMO level: -9.4 eV

CARTESIAN COORDINATES (ANGSTROEM)
N  -0.687  -3.130  0.496
C  -0.310  -1.838  0.195
O  -1.165  -1.089  -0.361
O  0.853  -1.480  0.544
H  -1.487  -3.470  0.000
H  0.065  -3.780  0.670
C  0.639  1.396  -1.339
N  0.162  0.806  -0.074
C  -0.074  1.783  0.992
H  0.745  0.590  -2.061
H  -0.073  2.134  -1.700
H  1.602  1.870  -1.162
H  0.793  0.007  0.246
H  -0.661  0.142  -0.234
H  0.849  2.310  1.225
H  -0.416  1.251  1.876
H  -0.835  2.497  0.687

Computed Mulliken charges, given in elementary charges: N -0.47; C 0.66; O -0.76; O -0.78; H 0.23; H 0.24; C -0.92; N -0.10; C -0.92; H 0.27; H 0.35; H 0.35; H 0.42; H 0.44; H 0.35; H 0.29; H 0.34